Record 1
Formula: BrH2PS
Source: OMol25
Level of theory: ωB97M-V/def2-TZVPD

XYZ file:
```
5
Properties=species:S:1:pos:R:3
P -0.2677 -0.6660 -1.2111
S 0.1111 1.7777 1.9482
Br -0.9181 0.8777 0.2539
H -0.0345 -1.5290 -0.1622
H 1.1092 -0.4604 -0.8288
```

Results
LUMO = -1.32 eV
Frontier orbital gap = 7.02 eV
HOMO = -8.331 eV
Electronic energy = -3314.64443 Ha
Relative energy (zero: lowest compared OMol25 entry of this formula, charge and spin) = 288.2 kJ/mol



Record 2
Formula: BrH3NO2P
Source: OMol25
Level of theory: ωB97M-V/def2-TZVPD

XYZ file:
```
8
Properties=species:S:1:pos:R:3
N 1.2731 -0.4338 0.2240
O -0.9498 -1.2613 0.5486
O -1.3195 1.0594 -0.7211
P -0.1731 0.1091 0.9156
Br -0.3790 2.5780 -0.7922
H 1.0363 -0.8091 -0.6978
H 2.1610 -0.2022 0.6091
H -1.6489 -1.0401 -0.0861
```

Results
LUMO (spin up / spin down) = -0.07 / -2.07 eV
Frontier orbital gap (spin up / spin down) = 6.03 / 7.38 eV
HOMO (spin up / spin down) = -6.099 / -9.447 eV
2S+1 = 3
<S²> = 2.01
Electronic energy = -3122.25076 Ha
Relative energy (zero: lowest compared OMol25 entry of this formula, charge and spin) = 9.2 kJ/mol



Record 3
Formula: BrH3P2
Source: OMol25
Level of theory: ωB97M-V/def2-TZVPD

XYZ file:
```
6
Properties=species:S:1:pos:R:3
P 1.1286 0.2876 -0.6229
P -0.9855 0.4706 -0.5524
Br -1.7518 -0.8901 1.7578
H 1.1053 -0.5817 0.4648
H 1.4707 -0.6291 -1.5154
H -0.9672 1.3428 0.4681
```

Results
SMILES string = [PH2]#[PH]Br
LUMO = -1.98 eV
Frontier orbital gap = 7.68 eV
HOMO = -9.657 eV
Electronic energy = -3258.45496 Ha
Relative energy (zero: lowest compared OMol25 entry of this formula, charge and spin) = 123.2 kJ/mol



Record 4
Formula: BrH3Si
Source: OMol25
Level of theory: ωB97M-V/def2-TZVPD

XYZ file:
```
5
Properties=species:S:1:pos:R:3
Si 0.0339 -0.0619 0.0571
Br -4.1908 0.0172 -0.0226
H -0.0746 0.0476 -1.3621
H 1.3378 0.1916 0.6176
H -1.2315 -0.1532 0.7314
```

Results
LUMO (spin up / spin down) = 1.20 / -3.71 eV
Frontier orbital gap (spin up / spin down) = 8.61 / 7.33 eV
HOMO (spin up / spin down) = -7.408 / -11.045 eV
2S+1 = 3
<S²> = 2.00
Electronic energy = -2865.15706 Ha
Relative energy (zero: lowest compared OMol25 entry of this formula, charge and spin) = 0.0 kJ/mol



Record 5
Formula: BrH7Si3
Source: OMol25
Level of theory: ωB97M-V/def2-TZVPD

XYZ file:
```
11
Properties=species:S:1:pos:R:3
Si 0.1296 2.1687 -0.0339
Si 0.5724 -2.0068 -0.3067
Si -0.4835 -0.0383 0.3373
Br -2.6141 -0.1591 -0.4240
H 0.0803 2.3943 -1.4883
H -0.7435 3.1541 0.6100
H 1.5073 2.3520 0.4205
H 0.7187 -2.0462 -1.7693
H -0.1511 -3.2156 0.1061
H 1.9156 -2.0063 0.2792
H -0.9316 -0.5969 2.2691
```

Results
LUMO = 0.01 eV
Frontier orbital gap = 9.50 eV
HOMO = -9.498 eV
Electronic energy = -3446.61640 Ha
Relative energy (zero: lowest compared OMol25 entry of this formula, charge and spin) = 33.0 kJ/mol



Record 6
Formula: BrHNO
Source: OMol25
Level of theory: ωB97M-V/def2-TZVPD

XYZ file:
```
4
Properties=species:S:1:pos:R:3
N 0.5451 0.4217 -0.6645
O 0.5490 -0.6669 -0.1964
Br -1.3893 1.9231 -0.4855
H 0.2953 -1.6779 1.3465
```

Results
LUMO (spin up / spin down) = 3.47 / 4.58 eV
Frontier orbital gap (spin up / spin down) = 6.85 / 8.37 eV
Net charge = -1
HOMO (spin up / spin down) = -3.374 / -3.794 eV
Electronic energy = -2704.49755 Ha
Relative energy (zero: lowest compared OMol25 entry of this formula, charge and spin) = 211.2 kJ/mol



Record 7
Formula: BrHNO4S
Source: OMol25
Level of theory: ωB97M-V/def2-TZVPD

XYZ file:
```
8
Properties=species:S:1:pos:R:3
N 1.2543 1.1511 0.5532
O -0.0691 -1.6751 -0.5426
O -0.6867 0.6179 -1.0691
O -2.1995 -0.7913 0.2400
O -0.2572 -0.0379 1.2521
S -0.8208 -0.5034 -0.1315
Br 2.2512 -0.1095 -0.1208
H 0.5278 1.3481 -0.1812
```

Results
LUMO (spin up / spin down) = 2.14 / 2.14 eV
Frontier orbital gap (spin up / spin down) = 7.32 / 7.32 eV
Net charge = -1
HOMO (spin up / spin down) = -5.182 / -5.182 eV
Electronic energy = -3328.45544 Ha
Relative energy (zero: lowest compared OMol25 entry of this formula, charge and spin) = 69.5 kJ/mol



Number 1 is which compound?
BrH2PS